*one*
{
  "formula": "C5H9N3O",
  "method": "ωB97M-V/def2-TZVPD",
  "orbital_gap_ev": 9.249,
  "species": ["C", "C", "C", "C", "C", "N", "N", "N", "O", "H", "H", "H", "H", "H", "H", "H", "H", "H"],
  "positions_angstrom": [[-1.707, -0.836, -0.261], [-2.021, 0.373, -0.698], [-1.305, -0.707, 1.094], [1.650, 0.184, -1.463], [1.991, -0.105, -0.079], [-1.617, 1.385, 0.233], [-1.137, 0.797, 1.194], [1.676, 0.662, 0.825], [-0.513, 1.222, 2.082], [-1.573, -1.749, -0.755], [-2.320, 0.683, -1.668], [-2.258, -0.722, 1.700], [0.725, 0.497, -1.754], [2.500, 0.893, -1.675], [1.929, -0.662, -2.170], [-0.670, -1.287, 1.565], [2.527, -1.137, 0.078], [2.122, 0.506, 1.755]],
  "lowdin_charge": [-0.103, -0.093, -0.073, -0.095, -0.368, 0.126, -0.387, 0.090, 0.025, 0.095, 0.098, 0.170, 0.022, 0.104, 0.092, 0.076, 0.135, 0.087]
}


*two*
{
  "formula": "C5H9N3O",
  "method": "ωB97M-V/def2-TZVPD",
  "orbital_gap_ev": [5.950, 6.200],
  "species": ["C", "C", "C", "C", "N", "C", "O", "N", "N", "H", "H", "H", "H", "H", "H", "H", "H", "H"],
  "positions_angstrom": [[1.375, 0.384, 1.395], [-0.894, -0.164, 0.570], [-1.423, -0.356, -0.727], [0.539, 0.407, -1.076], [-1.464, -0.475, 1.760], [1.615, -0.265, -1.567], [0.171, 1.574, -1.699], [0.327, 0.373, 0.404], [-2.552, -0.751, -1.118], [-0.726, 1.808, -1.429], [-2.402, -0.845, 1.695], [-0.925, -0.769, 2.561], [-2.614, -0.957, -2.116], [1.767, -0.616, 1.604], [2.194, 0.979, 0.995], [0.968, 0.783, 2.327], [2.042, -1.102, -1.040], [2.001, -0.008, -2.539]],
  "lowdin_charge": [-0.030, -0.312, -0.202, -0.478, 0.197, 0.019, 0.025, -0.028, 0.089, 0.094, 0.110, 0.103, 0.041, 0.096, 0.098, 0.087, 0.043, 0.047]
}


How do the energies compare? Relative to the most stable structure, in eV: *one* 1.011; *two* 0.000.


*one*
{
  "formula": "C5H9N3O",
  "method": "ωB97M-V/def2-TZVPD",
  "orbital_gap_ev": 8.848,
  "species": ["C", "C", "C", "C", "C", "N", "N", "N", "O", "H", "H", "H", "H", "H", "H", "H", "H", "H"],
  "positions_angstrom": [[-2.275, 0.946, -0.835], [-1.399, -1.054, -0.785], [-1.201, 1.034, 0.005], [-0.678, -0.286, 0.059], [1.953, -0.229, -0.472], [-0.640, 2.139, 0.619], [1.289, -1.647, 1.273], [1.167, -0.405, 0.714], [-2.405, -0.324, -1.309], [-2.960, 1.680, -1.206], [-1.341, -2.086, -1.064], [1.690, 0.723, -0.925], [3.003, -0.193, -0.156], [1.837, -1.036, -1.206], [0.017, 1.874, 1.337], [-1.292, 2.851, 0.916], [1.423, -1.633, 2.271], [1.812, -2.351, 0.765]],
  "lowdin_charge": [-0.084, -0.121, -0.340, -0.002, -0.146, 0.094, -0.032, -0.159, -0.014, 0.115, 0.117, 0.081, 0.083, 0.080, 0.076, 0.090, 0.081, 0.081]
}


*two*
{
  "formula": "C5H9N3O",
  "method": "ωB97M-V/def2-TZVPD",
  "orbital_gap_ev": 9.459,
  "species": ["C", "C", "C", "C", "C", "H", "H", "H", "H", "H", "H", "H", "H", "H", "N", "N", "N", "O"],
  "positions_angstrom": [[0.309, 1.752, -0.428], [-1.957, 0.473, -0.264], [-1.604, -0.942, 0.214], [-0.237, -0.356, 0.772], [1.011, -1.020, 0.057], [-0.002, 2.833, -0.481], [1.359, 1.778, 0.047], [0.567, 1.198, -1.273], [-2.445, 0.912, -1.352], [-2.892, 0.840, 0.476], [-0.239, -0.384, 1.946], [2.538, 0.161, 1.130], [3.013, -1.369, 0.192], [-0.054, -2.358, -1.004], [-0.620, 0.972, 0.307], [2.305, -0.449, 0.303], [1.012, -2.018, -0.773], [-2.066, -2.023, 0.129]],
  "lowdin_charge": [-0.118, -0.065, -0.375, -0.168, -0.447, 0.104, 0.092, 0.056, 0.174, 0.155, 0.173, 0.095, 0.171, 0.108, -0.195, 0.023, 0.092, 0.124]
}


How do the energies compare? Relative to the most stable structure, in eV: *one* 0.224; *two* 0.000.


*one*
{
  "formula": "C5H9N3O",
  "method": "ωB97M-V/def2-TZVPD",
  "orbital_gap_ev": 9.465,
  "species": ["C", "C", "C", "C", "C", "H", "H", "H", "H", "H", "H", "H", "H", "H", "N", "N", "N", "O"],
  "positions_angstrom": [[-0.500, 0.637, 1.313], [-0.391, 0.535, -0.226], [2.013, -0.540, 0.136], [-0.097, -0.926, -0.426], [-1.524, -0.319, -0.792], [0.482, 1.132, 1.633], [-1.047, 1.643, 1.678], [-0.797, -0.088, 2.053], [0.641, 2.261, -0.673], [2.903, -0.769, 0.675], [0.233, -0.957, -1.457], [-1.696, -0.419, -1.818], [-3.261, -1.155, 0.161], [-2.186, 0.291, 1.007], [0.727, 1.275, -0.691], [2.009, 0.663, -0.282], [-2.760, -0.014, 0.025], [0.988, -1.466, 0.418]],
  "lowdin_charge": [-0.091, -0.438, -0.218, -0.158, -0.180, 0.109, 0.133, 0.085, 0.107, 0.119, 0.132, 0.109, 0.178, 0.078, 0.007, 0.086, -0.030, -0.025]
}


*two*
{
  "formula": "C5H9N3O",
  "method": "ωB97M-V/def2-TZVPD",
  "orbital_gap_ev": 10.307,
  "species": ["C", "C", "C", "C", "C", "N", "N", "N", "O", "H", "H", "H", "H", "H", "H", "H", "H", "H"],
  "positions_angstrom": [[0.516, -0.498, -1.220], [-1.473, 1.113, -1.312], [0.032, -0.443, 1.254], [0.970, -0.980, 0.127], [-0.013, 0.923, -1.006], [0.591, 0.508, 2.047], [-1.077, -0.986, 1.566], [2.009, -1.653, 0.295], [0.728, 1.829, -0.700], [-0.010, 0.897, 2.755], [1.256, 1.135, 1.622], [-1.361, -1.741, 0.949], [2.233, -1.891, 1.259], [-0.269, -1.154, -1.599], [1.373, -0.501, -1.896], [-2.060, 0.486, -0.643], [-1.760, 2.151, -1.167], [-1.687, 0.804, -2.332]],
  "lowdin_charge": [-0.069, -0.008, -0.490, -0.330, -0.460, 0.142, 0.128, 0.175, 0.086, 0.104, 0.096, 0.048, 0.070, 0.122, 0.131, 0.079, 0.087, 0.090]
}


*three*
{
  "formula": "C5H9N3O",
  "method": "ωB97M-V/def2-TZVPD",
  "orbital_gap_ev": [7.332, 7.330],
  "species": ["C", "C", "C", "C", "N", "N", "C", "N", "O", "H", "H", "H", "H", "H", "H", "H", "H", "H"],
  "positions_angstrom": [[-2.234, 0.170, -0.715], [-0.229, -0.702, 0.765], [-1.104, 0.692, 0.149], [1.025, -0.534, 0.163], [1.923, -1.547, -0.105], [1.442, 1.865, 0.316], [1.133, 0.747, -0.445], [-0.976, -1.636, 1.191], [-1.215, 1.737, 0.751], [1.666, -2.478, 0.187], [2.904, -1.317, -0.040], [-0.650, -2.578, 0.959], [0.908, 1.918, 1.179], [1.337, 2.743, -0.177], [1.614, 0.781, -1.424], [-2.658, 1.004, -1.274], [-1.885, -0.598, -1.403], [-3.002, -0.266, -0.076]],
  "lowdin_charge": [-0.038, -0.287, -0.382, -0.317, 0.132, 0.087, -0.134, 0.129, 0.025, 0.090, 0.097, 0.045, 0.095, 0.097, 0.120, 0.080, 0.077, 0.083]
}


*four*
{
  "formula": "C5H9N3O",
  "method": "ωB97M-V/def2-TZVPD",
  "orbital_gap_ev": 8.834,
  "species": ["C", "C", "C", "C", "C", "H", "H", "H", "H", "H", "H", "H", "H", "H", "N", "N", "N", "O"],
  "positions_angstrom": [[1.199, 0.482, -1.994], [0.698, 0.448, 1.430], [-0.734, 0.420, 1.099], [-0.991, -0.736, 0.188], [-0.731, 0.646, -0.363], [0.371, 0.574, -2.924], [2.105, 1.045, -2.385], [1.318, -0.610, -1.918], [1.165, 0.071, 2.457], [-1.681, 1.436, 2.771], [-2.014, -0.945, 0.074], [0.942, -1.633, 0.713], [-0.485, -2.906, 0.116], [-1.420, 1.277, -0.785], [0.691, 1.082, -0.658], [1.457, 0.678, 0.495], [0.017, -1.899, -0.211], [-1.905, 0.570, 1.897]],
  "lowdin_charge": [-0.074, -0.180, -0.456, -0.217, -0.148, 0.131, 0.072, 0.038, 0.165, 0.268, 0.119, 0.185, 0.114, 0.120, -0.109, 0.067, -0.019, -0.075]
}


How do the energies compare? Relative to the most stable structure, in eV: *one* 6.817; *two* 0.000; *three* 2.858; *four* 6.352.


*one*
{
  "formula": "C6H13NOS",
  "method": "ωB97M-V/def2-TZVPD",
  "orbital_gap_ev": 9.430,
  "species": ["C", "C", "C", "C", "C", "C", "N", "O", "S", "H", "H", "H", "H", "H", "H", "H", "H", "H", "H", "H", "H", "H"],
  "positions_angstrom": [[-1.261, 1.965, -0.726], [1.524, -2.079, -0.521], [-0.353, -0.647, 2.114], [-0.685, 1.296, 0.500], [1.464, -0.609, -0.808], [-0.754, -0.008, 0.823], [2.102, -0.029, 0.124], [2.251, 1.381, 0.036], [-1.718, -1.191, -0.166], [-0.910, 1.586, -1.578], [-2.263, 1.966, -0.891], [-1.065, 2.968, -0.810], [1.996, -2.323, 0.342], [1.957, -2.643, -1.399], [0.577, -2.465, -0.550], [-1.177, -0.734, 2.827], [0.175, -1.516, 1.840], [0.433, 0.041, 2.607], [-0.196, 2.045, 1.030], [2.275, 1.563, -0.889], [0.952, -0.272, -1.688], [-2.869, -0.439, -0.154]],
  "lowdin_charge": [-0.090, -0.089, -0.136, -0.162, -0.223, -0.669, -0.003, -0.051, 0.765, 0.027, 0.043, 0.053, 0.047, 0.107, -0.006, 0.082, 0.032, 0.113, 0.083, 0.061, 0.120, -0.104]
}


*two*
{
  "formula": "C6H13NOS",
  "method": "ωB97M-V/def2-TZVPD",
  "orbital_gap_ev": 9.543,
  "species": ["C", "C", "C", "C", "C", "C", "N", "O", "S", "H", "H", "H", "H", "H", "H", "H", "H", "H", "H", "H", "H", "H"],
  "positions_angstrom": [[-1.513, -1.526, 0.475], [-1.348, -0.259, 0.746], [-2.635, -2.004, -0.392], [2.301, 0.481, 1.500], [3.110, 0.473, -0.862], [2.196, 0.089, 0.245], [-1.206, 1.851, -1.042], [-2.177, 2.176, 1.328], [-2.336, 1.232, 0.238], [-0.673, -2.079, 0.906], [-2.950, -3.109, -0.302], [-3.545, -1.475, -0.183], [-2.314, -1.983, -1.470], [-0.397, -0.004, 1.284], [3.272, 0.891, 1.789], [1.643, 0.184, 2.229], [3.091, 1.473, -1.178], [3.060, -0.118, -1.723], [4.041, 0.326, -0.467], [1.208, -0.385, -0.011], [-1.112, 1.128, -1.711], [-1.717, 2.638, -1.400]],
  "lowdin_charge": [-0.220, -0.283, -0.116, -0.004, -0.096, -0.227, -0.153, -0.519, 0.848, 0.111, 0.097, 0.054, 0.092, 0.066, 0.070, 0.017, 0.068, 0.056, 0.043, 0.078, 0.005, 0.014]
}


How do the energies compare? Relative to the most stable structure, in eV: *one* 0.591; *two* 0.000.